# 1
Here is a cluster of 2 separate species, C2H9N4O in total at a distorted geometry from the Open Molecules 2025 dataset. Energies are from the ωB97M-V functional and the def2-TZVPD basis.

XYZ file:
```
16
Properties=species:S:1:pos:R:3
C 0.10 -0.61 0.31
C -2.16 -0.02 -0.30
N 2.27 -0.11 -0.17
N -0.09 -1.67 1.03
N -0.76 0.07 -0.38
N 2.36 1.08 0.11
O -0.08 1.30 -0.74
H -2.55 0.86 0.15
H -2.71 -0.31 -1.11
H -2.44 -0.95 0.36
H 0.82 -1.96 1.51
H -0.96 -2.08 1.32
H 2.36 1.30 1.15
H 2.36 1.91 -0.50
H -0.36 1.58 -1.64
H 1.84 -0.39 -1.08
```

## Properties
HOMO-LUMO gap (spin up / spin down), eV: 8.36 / 8.35
HOMO energy (spin up / spin down), eV: -12.770 / -12.768
Multiplicity: 1
Charge: +1

Here are the Mulliken charges for atoms 1 to 8, given in e: number 1, C, carries 0.09; number 2, C, carries -0.85; number 3, N, carries -0.26; number 4, N, carries -0.36; number 5, N, carries 0.16; number 6, N, carries -0.01; number 7, O, carries -0.39; number 8, H, carries 0.32

# 2
Here is the molecule C5H9NO at a distorted geometry from the Open Molecules 2025 dataset. Energies are from the ωB97M-V functional and the def2-TZVPD basis.

XYZ file:
```
16
Properties=species:S:1:pos:R:3
C 1.64 -1.56 0.70
C 1.41 -1.13 -0.55
C 0.43 -0.09 -0.95
C 0.18 1.01 0.14
N -1.30 1.25 0.71
C -2.33 0.68 0.00
O -3.31 0.13 0.55
H 1.02 -1.41 1.64
H 2.54 -2.10 0.95
H 1.83 -1.73 -1.32
H 0.97 0.38 -1.76
H -0.52 -0.51 -1.40
H 0.41 2.02 -0.36
H 0.82 1.01 1.06
H -1.41 1.11 1.70
H -2.37 0.92 -1.11
```

## Properties
SMILES string: C=CCCNC=O
HOMO-LUMO gap, eV: 10.56
HOMO energy, eV: -9.590
Multiplicity: 1

Here are the Mulliken charges for atoms 1 to 8, given in e: number 1, C, carries -0.76; number 2, C, carries -0.36; number 3, C, carries -0.26; number 4, C, carries -0.68; number 5, N, carries -0.21; number 6, C, carries 0.02; number 7, O, carries -0.58; number 8, H, carries 0.26

Asked for relative energy (zero: lowest compared OMol25 entry of this formula, charge and spin) across the records above, the calculation gives 7.7970 2.6887 eV in order.